No. 1
{"formula": "C33H30N4OP2PdS3", "method": "wB97M-V/def2-TZVPD", "multiplicity": 2, "orbital_gap_ha": [0.1928, 0.1890], "homo_energy_ev": [-10.12, -10.36], "charge": 1, "elements": ["Pd", "C", "C", "P", "C", "C", "C", "C", "C", "C", "C", "C", "C", "C", "C", "C", "P", "C", "C", "C", "C", "C", "C", "C", "C", "C", "C", "C", "C", "H", "H", "H", "H", "H", "H", "H", "H", "H", "H", "H", "H", "H", "H", "H", "H", "H", "H", "H", "H", "H", "H", "H", "H", "S", "C", "S", "C", "C", "N", "C", "N", "S", "C", "C", "N", "C", "N", "O", "H", "H", "H", "H", "H", "H"], "coordinates": [[0.556918, -0.382968, -0.479769], [-2.035558, -2.476653, -0.025254], [-1.537610, -1.806072, 1.260399], [0.301323, -2.020028, 1.262803], [1.032026, -0.831102, 2.434665], [2.126005, -0.129838, 1.912423], [2.736722, 0.861924, 2.660176], [2.276949, 1.131938, 3.941319], [1.206906, 0.423433, 4.469096], [0.572587, -0.550320, 3.715321], [0.519410, -3.670832, 2.014928], [-0.206053, -4.090349, 3.126368], [0.007746, -5.357653, 3.637217], [0.934626, -6.204735, 3.048596], [1.663273, -5.783817, 1.949274], [1.458664, -4.517202, 1.436012], [-0.999700, -1.932919, -1.471967], [-2.101677, -1.767847, -2.890687], [-3.293945, -1.058056, -2.735437], [-4.118818, -0.846652, -3.822410], [-3.739944, -1.306807, -5.075107], [-2.528328, -1.963160, -5.245261], [-1.700943, -2.186680, -4.160695], [0.053860, -3.376285, -1.803126], [-0.484921, -4.646204, -1.989847], [0.359565, -5.732375, -2.131559], [1.733781, -5.552301, -2.125684], [2.275143, -4.282042, -1.993710], [1.435328, -3.196787, -1.822279], [-3.080431, -2.235748, -0.226813], [-1.940350, -3.563325, 0.068142], [-2.030252, -2.241674, 2.132059], [-1.734909, -0.727860, 1.228659], [2.534008, -0.413182, 0.927075], [3.563691, 1.420136, 2.248050], [2.759314, 1.889475, 4.538250], [0.863319, 0.637335, 5.470948], [-0.275933, -1.082802, 4.115529], [-0.920625, -3.440183, 3.611129], [-0.553712, -5.688052, 4.498259], [1.090328, -7.193002, 3.449958], [2.386909, -6.439325, 1.490072], [2.028532, -4.176022, 0.583886], [-3.576376, -0.685674, -1.760552], [-5.052295, -0.316331, -3.696676], [-4.381295, -1.139446, -5.925571], [-2.234463, -2.292983, -6.231993], [-0.758017, -2.702978, -4.284406], [-1.557250, -4.777959, -2.024693], [-0.054446, -6.723364, -2.240815], [2.388785, -6.403463, -2.223494], [3.347369, -4.150136, -2.008106], [1.843597, -2.185431, -1.697910], [2.034209, 0.968398, -1.990900], [-0.458696, 2.173269, -2.184058], [-2.159954, 1.908488, -2.284746], [-0.046933, 3.562686, -2.141814], [1.500181, 5.617108, -1.818732], [1.498326, 6.755648, -1.925205], [-0.908275, 4.580720, -2.492034], [-1.644961, 5.407857, -2.820279], [1.586602, 3.938179, -1.651569], [0.370056, 1.088245, -2.105120], [-1.068210, 3.407651, 3.704689], [-0.446537, 2.611885, 2.666394], [-1.030115, 2.159094, 1.537429], [-2.292496, 2.556304, 1.259687], [-0.423466, 1.379454, 0.788289], [-0.318386, 3.655093, 4.452665], [-1.878762, 2.860255, 4.197553], [-1.455368, 4.346160, 3.300924], [0.460612, 2.216993, 2.866662], [-2.739218, 3.285596, 1.789008], [-2.634513, 2.387277, 0.324355]], "atomic_forces_ev_per_a": [[-2.28, -0.69, -2.80], [-0.07, 0.05, -0.13], [0.12, 0.02, 0.00], [-0.25, 0.88, 0.96], [0.09, -0.14, -0.11], [0.30, -0.32, 0.08], [0.00, 0.00, 0.03], [0.06, 0.01, 0.03], [-0.06, -0.03, 0.14], [0.13, 0.03, -0.17], [0.29, 0.21, -0.64], [0.03, 0.06, -0.03], [-0.04, -0.03, 0.08], [0.02, -0.01, -0.04], [0.02, -0.11, 0.06], [-0.03, 0.11, 0.01], [0.67, 0.07, 0.69], [0.09, 0.36, 0.03], [0.06, -0.40, 0.06], [-0.08, 0.01, -0.07], [0.11, 0.03, 0.01], [-0.13, 0.07, -0.16], [0.00, -0.09, 0.33], [0.02, 0.20, -0.20], [0.08, 0.15, 0.03], [-0.07, -0.13, 0.00], [0.08, 0.05, 0.02], [0.01, -0.15, -0.08], [0.10, 0.39, -0.18], [0.02, -0.07, 0.07], [-0.12, 0.08, -0.13], [0.06, 0.05, -0.01], [0.06, -0.17, 0.05], [-0.19, 0.27, 0.60], [0.12, 0.01, 0.01], [0.08, 0.12, 0.08], [-0.03, 0.02, 0.07], [-0.10, -0.07, 0.11], [-0.08, 0.04, -0.02], [-0.03, -0.02, 0.08], [0.01, -0.13, 0.06], [0.08, -0.08, -0.03], [0.00, -0.04, -0.04], [-0.06, 0.01, 0.02], [-0.04, 0.01, -0.01], [-0.08, 0.01, -0.10], [0.04, -0.04, 0.00], [0.02, -0.02, -0.05], [-0.11, -0.08, 0.04], [-0.03, -0.08, -0.04], [0.06, -0.12, -0.05], [0.06, 0.05, -0.01], [-0.12, -0.52, -0.06], [-1.38, 0.42, -0.96], [-2.83, 3.15, -0.75], [0.87, 0.06, -0.07], [1.28, -2.74, 0.22], [0.05, -0.42, 0.22], [0.05, 0.85, -0.06], [-1.42, 1.14, -0.37], [0.33, -0.20, 0.15], [-0.12, -0.01, -0.26], [4.50, -2.57, 3.20], [-0.24, -0.06, -0.11], [0.05, 0.16, 0.14], [0.60, -0.27, 0.09], [-0.44, 0.24, 0.01], [-0.20, 0.37, -0.01], [-0.01, -0.01, -0.05], [0.03, 0.11, 0.00], [0.00, 0.00, 0.07], [-0.13, -0.06, -0.18], [0.02, 0.00, -0.04], [0.10, -0.03, 0.19]], "lowdin_charge": [0.35, -0.34, -0.36, 1.01, -0.36, -0.14, -0.07, -0.09, -0.08, -0.07, -0.33, -0.09, -0.07, -0.06, -0.06, -0.09, 1.03, -0.36, -0.17, -0.08, -0.06, -0.06, -0.08, -0.40, -0.08, -0.06, -0.07, -0.08, -0.14, 0.08, 0.08, 0.08, 0.07, 0.07, 0.11, 0.11, 0.11, 0.11, 0.10, 0.11, 0.11, 0.11, 0.08, 0.08, 0.11, 0.11, 0.11, 0.11, 0.12, 0.11, 0.11, 0.11, 0.06, 0.69, -0.80, 0.86, -0.52, -0.59, 0.16, -0.31, 0.25, 1.02, -0.69, -0.07, 0.04, -0.59, 0.20, -0.07, 0.09, 0.09, 0.09, 0.10, 0.10, 0.06]}

---

No. 2
{"formula": "C5H7NO5", "method": "wB97M-V/def2-TZVPD", "multiplicity": 1, "orbital_gap_ha": 0.3661, "homo_energy_ev": -10.47, "de_lowest_kj_mol": 316.46, "elements": ["C", "C", "C", "C", "C", "H", "H", "H", "H", "H", "H", "H", "N", "O", "O", "O", "O", "O"], "coordinates": [[-3.670362, 0.133586, 0.477027], [-1.375816, -0.187174, -0.000778], [-0.048660, 0.482304, -0.248703], [2.259058, 0.012245, -0.812106], [3.346154, -0.015677, 0.250193], [-3.640751, -0.522972, 1.144497], [-3.936104, -0.375130, -0.352685], [-4.394240, 0.934338, 0.451511], [0.586946, -1.485898, -0.575815], [1.957062, 1.226642, -1.287994], [2.503894, -0.560896, -1.534738], [2.033137, -0.274130, 1.289911], [0.994588, -0.424944, -0.408722], [-2.389292, 0.668536, 0.283566], [-1.565994, -1.419896, -0.073948], [0.043714, 1.736204, -0.149356], [2.830329, -0.019883, 1.523222], [4.466334, 0.092744, 0.024915]], "atomic_forces_ev_per_a": [[0.08, 5.39, -4.41], [-3.23, -2.56, 0.08], [1.11, 2.96, 1.14], [-2.03, 6.71, 2.12], [-3.47, 1.23, 1.53], [-0.32, -4.92, 6.46], [-0.69, -1.97, -3.14], [0.12, 0.37, 1.10], [1.52, 3.56, 0.55], [1.72, -3.48, 1.65], [2.37, -3.53, -5.33], [-7.15, -1.89, -0.28], [-4.78, -2.70, 0.48], [2.89, 0.39, -0.49], [1.02, 2.91, 0.11], [0.22, -3.90, -0.77], [6.31, 1.32, 0.26], [4.32, 0.11, -1.07]], "lowdin_charge": [-0.02, -0.34, -0.34, -0.09, -0.51, 0.03, 0.07, 0.12, 0.24, 0.25, 0.06, -0.02, 0.02, 0.01, 0.09, 0.08, 0.17, 0.18]}

---

No. 3
{"formula": "C28H52F4O20", "method": "wB97M-V/def2-TZVPD", "multiplicity": 1, "orbital_gap_ha": 0.3616, "homo_energy_ev": -9.52, "de_lowest_kj_mol": 142.35, "elements": ["O", "C", "O", "C", "C", "F", "O", "H", "H", "H", "O", "C", "O", "C", "C", "F", "O", "H", "H", "H", "O", "C", "O", "C", "C", "F", "O", "H", "H", "H", "O", "C", "O", "C", "C", "F", "O", "H", "H", "H", "C", "O", "C", "C", "O", "C", "H", "H", "H", "H", "H", "H", "H", "H", "H", "H", "C", "O", "C", "C", "O", "C", "H", "H", "H", "H", "H", "H", "H", "H", "H", "H", "C", "O", "C", "C", "O", "C", "H", "H", "H", "H", "H", "H", "H", "H", "H", "H", "C", "O", "C", "C", "O", "C", "H", "H", "H", "H", "H", "H", "H", "H", "H", "H"], "coordinates": [[2.042276, 0.033528, -7.605048], [1.959388, -0.906864, -6.924372], [1.988778, -0.743819, -5.558785], [1.754579, -2.010138, -4.919751], [1.311975, -2.882076, -6.096404], [-0.063478, -2.953059, -6.201817], [1.813392, -2.276722, -7.202929], [2.689926, -2.348920, -4.516803], [0.953886, -1.784678, -4.130862], [1.661641, -3.912289, -6.090033], [-3.685608, -2.523415, -1.987476], [-3.819650, -1.644936, -1.244770], [-3.440472, -0.415916, -1.375938], [-3.959797, 0.411976, -0.326755], [-4.925978, -0.625025, 0.430284], [-6.182425, -0.506299, -0.143716], [-4.376515, -1.836885, 0.022708], [-3.125284, 0.657285, 0.390197], [-4.397820, 1.302716, -0.756526], [-4.943831, -0.568803, 1.531966], [-6.417204, 3.880212, -4.668960], [-5.356156, 4.188665, -4.983254], [-4.859133, 5.466036, -5.215247], [-3.563885, 5.327807, -5.697186], [-3.151545, 3.946372, -5.194567], [-2.585348, 3.973055, -3.943362], [-4.328706, 3.272668, -5.058581], [-3.551949, 5.422124, -6.768902], [-3.015231, 6.173500, -5.265184], [-2.508019, 3.383989, -5.827419], [-1.405255, -5.436656, 0.716335], [-1.121170, -4.606778, -0.116174], [-0.802050, -3.279065, 0.101851], [-0.452875, -2.613688, -1.144864], [-0.667496, -3.781973, -2.199392], [0.622180, -4.156579, -2.665012], [-1.207607, -4.813610, -1.499529], [-1.048780, -1.720939, -1.416557], [0.545218, -2.359281, -1.114845], [-1.393324, -3.505799, -3.045337], [3.624785, -0.843700, 3.832255], [2.401965, -1.462840, 3.461378], [2.558575, -2.792966, 3.088005], [3.057226, -3.777104, 4.121922], [2.397174, -3.611227, 5.413594], [1.020666, -3.887540, 5.370689], [4.301639, -0.831066, 2.951728], [4.063500, -1.272869, 4.714700], [3.326096, 0.232960, 3.951664], [3.219673, -2.848621, 2.224324], [1.525542, -3.091591, 2.830302], [4.155996, -3.786070, 4.368800], [2.785646, -4.761763, 3.715298], [0.708106, -4.692457, 4.555418], [0.434346, -2.971329, 5.183669], [0.827894, -4.284849, 6.356444], [1.060431, -0.057983, 0.169742], [-0.009460, 0.084787, -0.848496], [0.531423, 1.074313, -1.803717], [-0.476320, 1.368879, -2.938209], [-0.619052, 0.234000, -3.784515], [-0.841402, 0.629234, -5.121257], [1.308737, 0.919442, 0.610017], [1.971219, -0.497764, -0.301986], [0.735878, -0.791545, 0.897503], [1.457545, 0.727664, -2.223078], [0.715606, 2.028656, -1.298756], [0.005206, 2.158465, -3.511208], [-1.455527, 1.799011, -2.676249], [-0.039619, 1.285185, -5.423976], [-1.873640, 1.083604, -5.192201], [-0.727290, -0.285342, -5.678016], [4.742410, 2.590726, 1.316527], [4.457176, 3.450711, 2.357631], [5.517959, 4.303864, 2.620433], [5.001920, 5.240376, 3.625993], [3.914059, 6.085851, 3.190058], [4.210725, 7.297637, 2.501709], [5.105634, 3.224715, 0.487147], [3.810464, 2.062282, 1.030819], [5.492282, 1.895607, 1.600782], [5.901505, 4.956941, 1.728946], [6.335759, 3.645443, 2.991637], [5.797450, 5.796793, 4.032442], [4.448083, 4.818606, 4.506332], [4.756783, 7.165854, 1.579387], [4.575147, 8.060427, 3.172935], [3.268275, 7.681992, 2.182381], [-5.135332, -2.052401, 4.844803], [-3.755659, -1.959492, 4.801792], [-3.093224, -2.904756, 3.967693], [-1.819348, -2.375819, 3.364727], [-1.915108, -1.290404, 2.493364], [-1.367924, -0.097434, 3.078576], [-5.595878, -3.068391, 4.653334], [-5.630621, -1.405405, 4.146409], [-5.340869, -1.759693, 5.888996], [-3.782218, -3.204782, 3.140114], [-2.789282, -3.730483, 4.582388], [-1.361391, -3.204758, 2.821133], [-1.262097, -2.119778, 4.217155], [-0.484235, -0.373976, 3.592846], [-1.960169, 0.278145, 3.858287], [-1.181454, 0.688294, 2.320424]], "atomic_forces_ev_per_a": [[0.17, 0.35, -2.14], [-0.13, -0.80, 2.84], [-0.06, -0.81, -0.67], [-1.57, 1.14, 0.44], [-0.40, -1.22, 1.13], [0.00, 0.28, 0.16], [0.45, 2.26, -1.23], [0.29, -0.33, 0.45], [1.16, -0.83, -1.11], [0.06, 0.02, 0.22], [0.67, -2.07, -2.06], [-0.81, -0.22, 2.83], [0.28, 2.18, -0.53], [0.55, -1.24, 2.12], [1.17, 1.05, -1.34], [0.15, -0.03, 0.68], [-0.52, 0.35, -0.16], [-0.69, -0.10, -0.88], [-0.33, -0.07, 0.05], [-0.24, 0.04, -0.64], [-3.04, -0.22, 0.47], [2.74, 0.98, 0.05], [-1.93, -1.55, 0.24], [1.14, 0.79, 0.73], [0.42, 0.35, 0.11], [0.44, 0.48, 0.18], [-0.92, 0.20, -0.53], [0.11, -0.24, -0.57], [0.37, -0.51, -0.11], [0.70, -0.28, -0.57], [0.86, 1.90, -1.69], [-0.87, 0.19, 0.23], [-0.11, -0.95, -0.39], [-2.72, -2.10, -1.19], [-0.09, 1.97, -0.34], [-1.13, 0.21, -0.09], [0.07, -0.83, 1.55], [0.06, -0.80, 0.77], [2.14, 0.52, 0.11], [1.59, -0.52, 0.90], [-1.06, 1.81, -1.46], [0.42, 0.37, 0.68], [-0.81, -0.23, -0.20], [0.14, -0.13, 1.73], [0.96, -0.32, -1.62], [-0.61, -0.95, -1.21], [0.08, -0.35, 0.53], [0.26, -0.11, 0.38], [0.56, -0.95, 0.42], [0.03, -0.24, -0.45], [0.52, -0.11, -0.27], [-1.07, 0.31, -0.47], [0.25, -0.06, 0.11], [0.75, 1.46, 1.54], [0.16, -0.37, 0.07], [-0.63, -0.12, 0.17], [-0.55, -0.47, -1.32], [2.56, 1.80, 0.23], [-2.70, -0.29, 0.41], [0.81, -0.42, 0.06], [0.22, 0.30, 0.74], [-0.89, -0.25, 0.71], [-0.18, -0.36, 0.02], [-0.43, 0.46, 0.12], [-0.30, 0.18, 0.32], [0.48, -0.38, -0.30], [0.03, -0.08, 0.21], [0.24, 0.30, -0.21], [0.19, -0.44, 0.52], [0.07, 0.60, -0.35], [1.03, -0.38, -0.38], [-0.49, -0.20, -0.57], [-1.06, 0.55, -1.27], [-0.88, 0.14, -0.15], [0.50, 0.04, -0.69], [-2.38, 0.97, 1.93], [0.66, 0.15, -0.71], [-0.62, -0.76, 0.39], [-0.09, -0.65, -0.23], [0.59, 0.25, 0.10], [0.90, -0.94, 0.14], [-0.69, -1.40, 0.97], [0.12, 0.87, -0.04], [1.15, 1.15, 0.49], [1.09, -0.65, -0.80], [0.78, -0.07, -0.06], [0.85, 0.15, 0.17], [-0.93, 0.15, -0.23], [-0.98, -1.04, 1.30], [1.38, -0.14, -0.73], [-1.31, 0.60, -1.37], [-0.73, -0.66, -0.37], [-0.25, 1.27, -0.28], [0.05, -0.53, -1.30], [0.89, 0.68, 0.33], [-0.20, 0.71, -0.44], [-0.68, -0.05, -0.54], [0.39, -0.12, 0.63], [-0.06, -0.90, 0.17], [0.16, -0.10, 0.10], [1.41, 0.42, 1.02], [1.53, -0.04, 0.10], [-1.50, 0.69, 0.91], [-0.14, -0.68, 0.24]], "lowdin_charge": [0.21, -0.50, 0.03, -0.05, -0.34, 0.05, 0.13, 0.13, 0.15, 0.17, 0.21, -0.60, 0.08, 0.00, -0.26, 0.04, 0.10, 0.14, 0.13, 0.16, 0.23, -0.52, 0.07, -0.08, -0.33, 0.05, 0.13, 0.13, 0.15, 0.15, 0.15, -0.45, 0.05, -0.03, -0.28, 0.00, 0.11, 0.12, 0.09, 0.18, -0.09, -0.20, -0.25, -0.18, -0.20, -0.13, 0.09, 0.08, 0.11, 0.12, 0.12, 0.14, 0.12, 0.13, 0.07, 0.08, -0.08, -0.23, -0.15, -0.19, -0.20, -0.09, 0.09, 0.10, 0.07, 0.12, 0.12, 0.11, 0.13, 0.09, 0.11, 0.08, -0.12, -0.18, -0.25, -0.21, -0.18, -0.10, 0.09, 0.09, 0.07, 0.16, 0.14, 0.10, 0.15, 0.08, 0.08, 0.07, -0.14, -0.18, -0.18, -0.23, -0.17, -0.07, 0.11, 0.06, 0.10, 0.14, 0.12, 0.12, 0.08, 0.07, 0.07, 0.10]}